1.
This record from the OMol25 dataset describes a 3-piece molecular cluster, C12H24N2O6PS2 overall. The level of theory is the ωB97M-V functional and the def2-TZVPD basis.

Results
Electronic energy ... -59039.003 eV
Charge ... +1
M ... 387.44 u
Max |F| ... 9.64 eV/A
HOMO ... -10.550 eV
HOMO-LUMO gap ... 4.75 eV

Last column: natural (NBO) charge in e.
CARTESIAN COORDINATES (ANGSTROEM)
C 2.73278 -1.54654 -1.45056  -0.6455
C 1.19331 -2.09159 -1.59389  -0.0909
O 0.17739 -0.99149 -1.69496  -0.5277
C -0.93888 -1.66634 -2.43726  0.3284
C -1.08216 -1.61554 -4.07406  0.0291
N -2.24045 -2.35761 -4.74010  -0.5038
C -3.26466 -3.19127 -3.94990  0.0708
C -3.21319 -3.31184 -2.28352  -0.3634
P -4.48046 -4.33453 -1.28424  1.2310
N -6.15392 -3.72123 -1.46832  -1.1159
O -4.47590 -5.95211 -2.00328  -0.9380
C -1.99796 -2.51318 -1.47470  -0.0441
C -1.81663 -2.53688 0.17313  0.7253
O -1.78840 -3.73670 0.79573  -0.4703
O -1.67742 -1.29866 1.00163  -0.6537
H 2.99958 -1.55041 -0.31116  0.2595
H 2.80511 -0.49181 -1.96495  0.2503
H 3.46000 -2.33523 -1.96446  0.2367
H 1.13443 -2.64298 -2.65115  0.1706
H 0.86533 -2.86251 -0.75928  0.2049
H -0.27802 -1.00540 -4.67800  0.2973
H -2.28405 -2.29481 -5.78753  0.4606
H -4.07943 -3.73508 -4.59349  0.2797
H -6.23616 -3.05887 -2.29175  0.3877
H -6.50692 -3.26810 -0.59088  0.4209
H -3.53121 -6.11346 -2.35838  0.4939
H -2.18364 -0.53788 0.58125  0.5019
C 2.49928 1.48742 1.78139  -0.8356
S 3.77242 1.80384 0.53550  1.2445
O 4.31358 0.47508 0.09639  -0.9994
C 4.97329 2.53006 1.67697  -0.8264
H 1.65354 0.99426 1.29621  0.2285
H 2.89612 0.83768 2.56509  0.2266
H 2.16625 2.43461 2.21175  0.2528
H 5.21763 1.81605 2.46712  0.2305
H 4.55906 3.44307 2.11094  0.2358
H 5.87960 2.77519 1.11812  0.2440
C -0.83069 5.02497 3.55111  -0.8282
S 0.68721 5.80289 2.94774  1.2471
O 1.23785 4.93134 1.85756  -0.9941
C 1.66209 5.49000 4.43910  -0.8283
H -1.58223 5.06950 2.75922  0.2403
H -0.63871 3.98085 3.80954  0.2262
H -1.19596 5.56737 4.42614  0.2345
H 1.70041 4.41721 4.64280  0.2263
H 1.21497 6.01706 5.28515  0.2355
H 2.67583 5.86363 4.27623  0.2440

2.
This record from the OMol25 dataset describes a 2-piece molecular cluster, C17H25FNO10 overall. The level of theory is the ωB97M-V functional and the def2-TZVPD basis.

Results
Electronic energy ... -42712.036 eV
Charge ... -1
M ... 422.38 u
Max |F| ... 5.89 eV/A
HOMO ... -4.420 eV
HOMO-LUMO gap ... 4.65 eV

Last column: natural (NBO) charge in e.
CARTESIAN COORDINATES (ANGSTROEM)
C -3.54220 -1.90110 -2.52502  -0.6559
C -2.41533 -1.17501 -3.42862  -0.0688
O -1.26485 -2.07019 -3.51972  -0.5659
C -0.34856 -1.78493 -2.41830  -0.1212
C 0.68072 -3.00949 -2.14409  -0.0769
O 0.58006 -3.46156 -0.78027  -0.5379
C 1.33217 -2.60538 0.11477  -0.0990
C 1.43400 -3.36045 1.54282  -0.0814
O 0.13345 -3.74474 2.02439  -0.5327
C -0.13885 -3.24710 3.34984  -0.0517
C -0.54227 -1.68634 3.42020  -0.2018
C -1.59956 -1.20993 2.31701  0.7203
O -1.62313 -1.55130 1.09072  -0.7323
O -2.55447 -0.28536 2.74428  -0.8257
N 0.72824 -0.89935 3.46150  -0.2085
O 1.16348 -0.97581 4.78257  -0.5809
C 0.51890 0.55131 3.16963  0.3241
C 0.92371 0.81261 1.64878  -0.6577
F 1.51127 1.27418 3.97491  -0.4036
H -3.76774 -2.90960 -3.00634  0.2033
H -3.11192 -2.09720 -1.47674  0.2514
H -4.50751 -1.30173 -2.44307  0.2049
H -2.14128 -0.13739 -3.03819  0.1727
H -2.82675 -1.08281 -4.49495  0.1739
H -1.00414 -1.60788 -1.48556  0.2276
H 0.26589 -0.83516 -2.58527  0.1545
H 0.51502 -3.86049 -2.89557  0.1985
H 1.74077 -2.58860 -2.34606  0.1505
H 2.36879 -2.31355 -0.29753  0.1533
H 0.73410 -1.62296 0.19626  0.2134
H 2.00653 -4.34340 1.32128  0.1623
H 2.07867 -2.78538 2.28557  0.1888
H 0.81223 -3.41390 3.97809  0.1426
H -0.97261 -3.84825 3.86862  0.1928
H -1.05265 -1.54367 4.44899  0.2144
H 1.91111 -1.61433 4.82343  0.4622
H -0.49141 0.97268 3.48327  0.2070
H 1.31908 1.85230 1.42913  0.2235
H 0.06850 0.50878 0.93947  0.2529
H 1.78269 0.07368 1.41447  0.2092
C 1.93728 4.07156 -1.26605  -0.3547
C 1.91671 5.28318 -1.82431  0.2907
C 0.63616 5.93329 -2.22479  0.4741
O 0.65564 7.05074 -2.71560  -0.5486
C -0.60836 5.18918 -2.01278  -0.3811
C -0.58875 3.97451 -1.45694  0.3181
C 0.68956 3.33631 -1.03180  0.4654
O 0.66790 2.23558 -0.51203  -0.4996
O -1.73490 3.27205 -1.25647  -0.6271
O 3.06675 5.97800 -2.05098  -0.6446
H 2.85952 3.58994 -0.96911  0.2452
H -1.52867 5.66476 -2.32383  0.2423
H -1.45744 2.43005 -0.84139  0.5171
H 2.78447 6.81960 -2.45861  0.5007

3.
This record from the OMol25 dataset describes a 10-piece molecular cluster, C38H56F27NO20P2 overall. The level of theory is the ωB97M-V functional and the def2-TZVPD basis.

Results
Electronic energy ... -174706.860 eV
Structure (SMILES) ... CCOC(=O)C(F)(F)F.CCOC(=O)C(F)(F)F.CCOC(=O)C(F)(F)F.CCOC(=O)C(F)(F)F.CCOC(=O)C(F)(F)F.CCOC(=O)C(F)(F)F.CCOC(=O)C(F)(F)F.CCOC(=O)C(F)(F)F.CCOC(=O)C(F)(F)F.CCO[PH3]P(N)O
M ... 1421.75 u
Max |F| ... 0.62 eV/A
HOMO ... -7.846 eV
HOMO-LUMO gap ... 8.25 eV

Last column: Mulliken charge in e.
CARTESIAN COORDINATES (ANGSTROEM)
C -7.64839 -1.60347 1.91182  -1.2204
C -6.20093 -1.25984 1.53059  -0.1007
O -5.77573 0.02338 1.95060  -0.5524
P -5.01236 0.08540 3.45834  0.5037
P -4.08019 0.16939 5.53744  -0.0486
N -3.33335 -1.40162 5.62796  -0.6148
O -2.76999 1.15084 5.37315  -0.1926
H -8.10682 -0.84465 2.54106  0.4328
H -7.67577 -2.54098 2.46801  0.2858
H -8.26034 -1.75921 1.02645  0.2763
H -6.08813 -1.30815 0.44760  0.2458
H -5.53188 -2.03497 1.92947  0.2000
H -6.17059 -0.40800 4.11495  0.0066
H -4.00923 -0.83800 3.02620  -0.0646
H -4.77851 1.45831 3.22986  0.0164
H -4.03117 -2.09747 5.36354  0.3095
H -2.60364 -1.48248 4.91568  0.2562
H -2.26335 1.00190 4.56203  0.2771
C -6.36290 -2.59184 -4.50861  -1.3225
C -6.30250 -4.07787 -4.23651  -0.0304
O -5.85921 -4.35628 -2.88832  -0.2941
C -6.76481 -4.22350 -1.93896  0.3704
O -7.90965 -3.90168 -2.05308  -0.5249
C -6.13362 -4.58735 -0.57692  0.9009
F -4.95419 -3.96951 -0.41217  -0.2526
F -5.93639 -5.90451 -0.48864  -0.2635
F -6.92132 -4.20809 0.42353  -0.2639
H -5.39644 -2.12810 -4.30907  0.3158
H -6.62484 -2.42057 -5.55205  0.3939
H -7.10918 -2.10633 -3.88124  0.3338
H -5.56431 -4.55695 -4.87521  0.2692
H -7.26266 -4.56336 -4.40559  0.3349
C -0.98240 2.85424 7.66183  -1.0444
C -0.53616 4.08705 8.41293  -0.3004
O 0.76803 4.54798 7.98178  -0.3196
C 0.80730 5.22665 6.85362  0.3642
O -0.10342 5.51447 6.13429  -0.5098
C 2.25923 5.67617 6.57061  0.9501
F 3.12635 4.67382 6.72234  -0.2739
F 2.60823 6.66037 7.41206  -0.2926
F 2.35819 6.13593 5.32902  -0.2209
H -0.23854 2.06221 7.75493  0.3038
H -1.92766 2.49238 8.06300  0.3826
H -1.12413 3.06167 6.60315  0.3225
H -0.40800 3.87549 9.47173  0.3225
H -1.25156 4.90259 8.31289  0.3273
C 1.87355 5.77703 1.22815  -0.9921
C 1.38671 4.94580 2.39036  0.0714
O 0.15345 4.24954 2.08000  -0.3561
C 0.27593 3.15758 1.35464  0.2605
O 1.27818 2.65657 0.93840  -0.5283
C -1.11770 2.53304 1.11830  0.9155
F -2.00913 3.44465 0.73300  -0.2636
F -1.57067 1.96607 2.25359  -0.2283
F -1.05360 1.58575 0.19077  -0.2237
H 1.10040 6.48091 0.91654  0.3524
H 2.75350 6.33558 1.54022  0.1170
H 2.13579 5.16281 0.36715  0.3920
H 1.14415 5.58446 3.23453  0.1374
H 2.13404 4.22216 2.71350  0.3388
C -2.34567 -3.07944 0.35496  -0.8948
C -1.24243 -2.23089 0.94581  -0.2536
O -0.15077 -3.03845 1.44230  -0.3806
C 0.68930 -3.50093 0.53194  0.2927
O 0.65600 -3.31987 -0.64812  -0.5114
C 1.80354 -4.31815 1.22640  0.9370
F 1.29307 -5.18053 2.11013  -0.2479
F 2.63097 -3.49245 1.87869  -0.2501
F 2.50664 -4.99911 0.33173  -0.2372
H -2.69646 -3.81012 1.08363  0.3050
H -3.17633 -2.43889 0.06659  0.2783
H -1.99815 -3.61637 -0.52631  0.3956
H -1.59598 -1.68452 1.81804  0.2014
H -0.85660 -1.50834 0.22752  0.3611
C 4.59520 9.62818 5.70625  -1.0959
C 3.47783 10.19549 4.86145  -0.1812
O 3.85703 10.28444 3.46512  -0.3411
C 3.81371 9.15584 2.78558  0.3089
O 3.49538 8.07667 3.18995  -0.4862
C 4.20642 9.41843 1.31410  0.9640
F 5.31933 10.15445 1.23031  -0.2600
F 3.22371 10.07099 0.68750  -0.2799
F 4.42069 8.27037 0.67746  -0.2173
H 5.50284 10.21991 5.58518  0.3299
H 4.30451 9.64407 6.75601  0.3796
H 4.81679 8.59913 5.42731  0.2856
H 3.24967 11.21933 5.14627  0.3219
H 2.56705 9.60383 4.94456  0.2795
C 8.21671 7.82348 0.51176  -1.0909
C 8.09889 8.83412 -0.60632  -0.1293
O 9.35715 9.50612 -0.85014  -0.3593
C 10.25112 8.83359 -1.54829  0.3265
O 10.14327 7.73872 -2.01687  -0.5071
C 11.52008 9.69767 -1.73701  0.9353
F 11.91264 10.24698 -0.58657  -0.2538
F 11.27340 10.68115 -2.61023  -0.2673
F 12.51643 8.95641 -2.21155  -0.2223
H 8.59178 8.30128 1.41736  0.3072
H 7.23780 7.39281 0.72076  0.2992
H 8.89854 7.01722 0.24537  0.3766
H 7.40767 9.62845 -0.33746  0.2357
H 7.74991 8.37664 -1.53116  0.3237
C 11.98381 5.87249 -3.70294  -0.9146
C 13.39486 5.55929 -4.14314  -0.3191
O 13.88425 4.33721 -3.54105  -0.3257
C 13.46847 3.21108 -4.09058  0.3393
O 12.75061 3.08031 -5.03684  -0.5114
C 14.09575 2.01096 -3.34337  0.9130
F 13.97781 2.14554 -2.01947  -0.2491
F 15.39953 1.92447 -3.63896  -0.2557
F 13.50786 0.87811 -3.70474  -0.2386
H 11.92417 5.92022 -2.61790  0.2756
H 11.67250 6.83378 -4.10563  0.2917
H 11.28646 5.11040 -4.04931  0.3816
H 14.08699 6.32681 -3.80440  0.3183
H 13.47788 5.47983 -5.22656  0.3085
C -5.47125 -10.80387 -3.39989  -1.0267
C -4.54974 -9.68444 -3.82362  -0.2622
O -5.02231 -9.04362 -5.03484  -0.3113
C -6.01126 -8.18638 -4.89067  0.3799
O -6.55762 -7.85367 -3.88004  -0.5170
C -6.37681 -7.57942 -6.26351  0.8930
F -6.49837 -8.51308 -7.20728  -0.2378
F -5.42066 -6.71923 -6.64836  -0.2701
F -7.52178 -6.90829 -6.18380  -0.2428
H -5.59784 -11.52418 -4.20556  0.2770
H -5.05478 -11.31722 -2.53345  0.4321
H -6.45645 -10.42344 -3.13345  0.2797
H -3.56413 -10.06317 -4.08248  0.3480
H -4.43154 -8.93162 -3.04498  0.2947
C -9.46491 -13.19963 -7.37160  -1.0784
C -9.95015 -13.29378 -5.94314  -0.2201
O -9.25354 -14.33060 -5.21229  -0.3336
C -8.04325 -14.02674 -4.78472  0.3371
O -7.46095 -12.99106 -4.92180  -0.5029
C -7.44968 -15.22211 -4.00365  0.9305
F -7.60592 -16.36556 -4.67321  -0.2500
F -8.06620 -15.33925 -2.82167  -0.2638
F -6.15414 -15.03323 -3.78557  -0.2357
H -9.56158 -14.16391 -7.87073  0.3101
H -10.05919 -12.46448 -7.91313  0.3696
H -8.42006 -12.89602 -7.41383  0.3024
H -10.99578 -13.58822 -5.90272  0.3099
H -9.83880 -12.34869 -5.41326  0.3095

Q: Which value of HOMO-LUMO gap does entry 1 give?
A: 4.75 eV